No. 1
{"formula": "C5H11NO", "method": "wB97M-V/def2-TZVPD", "max_force_ha_per_bohr": 0.0893, "smiles": "N/C=C/CCCO", "homo_lumo_gap_ev": 7.66, "e_tot_ev": -8896.1397, "de_lowest_kcal_mol": 128.16, "elements": ["C", "O", "C", "C", "C", "C", "N", "H", "H", "H", "H", "H", "H", "H", "H", "H", "H", "H"], "xyz": [[0.10157, -0.16406, 2.00091], [-0.29186, -1.58286, 1.83612], [1.30096, 0.11655, 1.03523], [0.97499, -0.19710, -0.44968], [-0.36986, 0.46651, -0.83632], [-0.72794, 0.55772, -2.16315], [-2.13047, 0.42671, -2.35295], [-0.83087, 0.42856, 2.05174], [0.59976, -0.13859, 2.99237], [0.35767, -2.07819, 2.35756], [2.15041, -0.55762, 1.28862], [1.68519, 1.12760, 1.17254], [1.78211, -0.11957, -1.19481], [0.93219, -1.35646, -0.51162], [-0.35264, 1.40559, -0.30807], [-0.19703, 1.04484, -2.98760], [-2.64830, 1.14112, -1.85495], [-2.33587, -0.52074, -2.07592]], "forces_ev_per_angstrom": [[1.49, -2.02, 0.78], [0.23, 1.06, 0.31], [-0.08, -0.37, -0.92], [-0.54, -1.53, -0.01], [4.24, -1.05, -1.42], [-0.97, 0.79, 0.88], [0.08, 0.77, -1.15], [0.82, -0.12, -0.67], [-0.64, 0.48, -0.17], [-0.35, 0.06, -0.31], [-0.63, 0.38, 0.35], [-0.17, 0.22, 0.00], [0.22, 0.95, 0.28], [-0.82, 1.72, 0.27], [-2.44, -0.03, 1.25], [0.70, -1.56, -0.15], [-0.53, -0.16, 0.06], [-0.60, 0.40, 0.62]]}

---

No. 2
{"formula": "C5H11NO", "method": "wB97M-V/def2-TZVPD", "max_force_ha_per_bohr": 0.0245, "smiles": "OC[C@@H]1CCCN1", "homo_lumo_gap_ev": 9.88, "e_tot_ev": -8900.5334, "de_lowest_kcal_mol": 26.84, "elements": ["N", "C", "C", "C", "C", "C", "O", "H", "H", "H", "H", "H", "H", "H", "H", "H", "H", "H"], "xyz": [[0.36921, 1.20614, 0.35446], [0.80142, 0.63799, 1.62608], [0.42672, -0.85888, 1.63004], [-0.27315, -1.08800, 0.27325], [0.19461, 0.09252, -0.56986], [-0.65766, 0.54423, -1.73727], [-0.91398, -0.53632, -2.63403], [-0.51270, 1.69207, 0.45839], [0.32966, 1.19269, 2.44406], [1.87084, 0.80516, 1.76181], [-0.24339, -1.07300, 2.45114], [1.31993, -1.46984, 1.71625], [-0.09910, -2.07969, -0.11964], [-1.35268, -0.95547, 0.45207], [1.17139, -0.14899, -0.97671], [-1.61445, 0.92335, -1.37357], [-0.12497, 1.34596, -2.23835], [-0.69171, -0.22992, -3.51813]], "forces_ev_per_angstrom": [[-0.07, 0.19, -0.24], [-0.05, 0.43, 0.49], [0.14, 0.23, -0.39], [-0.83, 0.57, 0.75], [0.34, -0.03, -0.25], [-0.10, -0.51, 0.12], [0.20, 0.19, -0.08], [-0.06, -0.04, 0.10], [-0.02, -0.14, -0.07], [0.11, -0.21, -0.12], [-0.03, -0.27, 0.23], [0.06, -0.15, 0.12], [0.04, -0.08, -0.32], [0.12, -0.23, -0.24], [0.41, -0.13, -0.15], [-0.15, 0.13, 0.10], [-0.01, 0.24, -0.10], [-0.09, -0.19, 0.05]]}

---

Please write out number 2 again, unchanged.
{"formula": "C5H11NO", "method": "wB97M-V/def2-TZVPD", "max_force_ha_per_bohr": 0.0245, "smiles": "OC[C@@H]1CCCN1", "homo_lumo_gap_ev": 9.88, "e_tot_ev": -8900.5334, "de_lowest_kcal_mol": 26.84, "elements": ["N", "C", "C", "C", "C", "C", "O", "H", "H", "H", "H", "H", "H", "H", "H", "H", "H", "H"], "xyz": [[0.36921, 1.20614, 0.35446], [0.80142, 0.63799, 1.62608], [0.42672, -0.85888, 1.63004], [-0.27315, -1.08800, 0.27325], [0.19461, 0.09252, -0.56986], [-0.65766, 0.54423, -1.73727], [-0.91398, -0.53632, -2.63403], [-0.51270, 1.69207, 0.45839], [0.32966, 1.19269, 2.44406], [1.87084, 0.80516, 1.76181], [-0.24339, -1.07300, 2.45114], [1.31993, -1.46984, 1.71625], [-0.09910, -2.07969, -0.11964], [-1.35268, -0.95547, 0.45207], [1.17139, -0.14899, -0.97671], [-1.61445, 0.92335, -1.37357], [-0.12497, 1.34596, -2.23835], [-0.69171, -0.22992, -3.51813]], "forces_ev_per_angstrom": [[-0.07, 0.19, -0.24], [-0.05, 0.43, 0.49], [0.14, 0.23, -0.39], [-0.83, 0.57, 0.75], [0.34, -0.03, -0.25], [-0.10, -0.51, 0.12], [0.20, 0.19, -0.08], [-0.06, -0.04, 0.10], [-0.02, -0.14, -0.07], [0.11, -0.21, -0.12], [-0.03, -0.27, 0.23], [0.06, -0.15, 0.12], [0.04, -0.08, -0.32], [0.12, -0.23, -0.24], [0.41, -0.13, -0.15], [-0.15, 0.13, 0.10], [-0.01, 0.24, -0.10], [-0.09, -0.19, 0.05]]}